Model A:
Below is one molecule with the formula C4H7ClO2, with properties calculated with wB97M-V/def2-TZVPD.

- LUMO (eV) = 0.696
- HOMO (eV) = -9.6

Bonds (Å) are listed after each position.
Cartesian coordinates (Å):
1 C -1.6765 -0.7082 0.5024  C2 1.577, H6 1.125, H7 1.099, O12 1.397
2 C -0.7001 0.3864 1.0821  C1 1.577, C3 1.563, C4 1.514, H8 1.114
3 C -0.0488 1.4322 0.1200  C2 1.563, C4 1.506, H9 1.094, O13 1.392
4 C 0.7898 0.3920 0.8153  C2 1.514, C3 1.506, H11 1.095, Cl14 1.716
5 H -1.3497 -0.3994 -1.3373  O12 0.958
6 H -2.6990 -0.2703 0.6679  C1 1.125
7 H -1.5935 -1.5380 1.2188  C1 1.099
8 H -0.9505 0.6662 2.1304  C2 1.114
9 H 0.0205 2.4687 0.4620  C3 1.094
10 H 0.4970 1.1703 -1.6780  O13 0.960
11 H 1.3467 0.7159 1.7004  C4 1.095
12 O -1.3724 -1.1776 -0.7782  C1 1.397, H5 0.958
13 O -0.3455 1.2782 -1.2310  C3 1.392, H10 0.960
14 Cl 1.6638 -0.7431 -0.1300  C4 1.716

These are the Löwdin partial charges, in e, on atoms 1 to 6: C -0.235; C -0.172; C -0.318; C -0.651; H 0.062; H 0.124



Model B:
Below is a 2-piece molecular cluster, C4H7ClO2 overall, with properties calculated with wB97M-V/def2-TZVPD.

- LUMO (spin up / spin down) (eV) = -0.766 / -0.828
- HOMO (spin up / spin down) (eV) = -8.7 / -8.7

Bonds (Å) are listed after each position.
Cartesian coordinates (Å):
1 C 1.4949 -0.9446 2.5199  C3 1.383, H8 1.063, H9 1.056
2 C -0.6801 2.1884 -3.0354  O5 1.296, H10 1.013, H11 1.157
3 C 0.4640 -0.7014 1.6310  C1 1.383, C4 1.498, Cl7 1.765
4 C -0.2858 -1.5678 0.6664  C3 1.498, H12 1.112, H13 1.109, H14 1.092
5 O -0.7521 1.9439 -1.7645  C2 1.296, O6 1.311
6 O -0.8777 0.7169 -1.3207  O5 1.311
7 Cl 0.0104 1.0020 1.5512  C3 1.765
8 H 1.8156 -1.8833 2.9021  C1 1.063
9 H 1.9274 -0.0917 2.9673  C1 1.056
10 H -0.7341 3.1381 -3.3847  C2 1.013
11 H -0.7454 1.4312 -3.9076  C2 1.157
12 H -1.3690 -1.6811 0.8897  C4 1.112
13 H 0.2477 -2.5308 0.5355  C4 1.109
14 H -0.5158 -1.0199 -0.2502  C4 1.092

These are the Löwdin partial charges, in e, on atoms 1 to 6: C -0.034; C 0.097; C -0.719; C -0.132; O -0.119; O -0.184



On energetic grounds, model A is preferred over the next structure by 5.056 eV.